Here is a structure of composition C44H85BrIN11O12PS in a non-equilibrium geometry from OMol25. Energies are from ωB97M-V with the def2-TZVPD basis set.

Its LUMO energy is -2.83 eV. Its max |F| is 8.30 eV Å⁻¹. For the orbital gap, the calculation gives 6.80 eV. Its total charge is +1.

Element x y z (Å)
C 5.01 3.86 2.73
C 5.49 2.47 1.93
O 5.05 2.54 0.53
C 4.81 1.20 -0.04
C 3.35 1.30 -0.83
O 2.39 1.88 0.10
C 1.07 1.23 0.10
N -0.01 1.89 -0.71
N 0.46 2.23 -1.94
C 0.82 3.53 -2.11
S 1.33 5.18 -2.25
C -1.23 1.03 -0.66
C -2.64 1.92 -0.87
C -2.60 3.24 -1.77
C -2.41 4.69 -1.04
C -3.27 4.93 0.33
O -2.72 5.76 1.25
O -4.59 4.36 0.65
P -1.22 -0.13 -2.24
C -1.64 0.78 -3.85
O 0.44 -0.73 -2.50
C -1.40 0.08 0.70
C -1.59 -1.51 0.44
N -0.48 -2.35 -0.06
N -0.66 0.54 1.96
C -0.22 -0.53 2.91
C 0.92 -1.62 2.67
C 2.33 -1.58 1.85
C 3.43 -2.79 1.66
C 3.16 -4.25 2.35
C 1.79 -4.36 3.25
C 0.72 -3.11 3.42
C -0.55 -3.50 4.42
C -1.64 1.40 2.80
C -2.81 0.78 3.69
O -3.60 -0.35 3.21
C -2.42 0.42 5.28
N -3.59 0.81 6.18
C 0.51 1.48 1.66
Br 1.95 1.68 3.03
I 0.09 3.67 1.44
H 3.83 3.96 2.77
H 5.46 4.79 2.17
H 5.45 3.83 3.81
H 5.04 1.58 2.55
H 6.67 2.43 1.99
H 5.65 0.91 -0.83
H 4.65 0.35 0.78
H 3.09 0.25 -1.27
H 3.44 2.05 -1.75
H 1.23 0.11 -0.17
H -3.18 2.18 0.14
H -3.38 1.14 -1.41
H -1.86 3.26 -2.69
H -3.68 3.31 -2.29
H -2.84 5.49 -1.82
H -1.26 4.99 -0.95
H -4.97 4.95 1.39
H -1.69 -0.04 -4.72
H -2.73 1.22 -3.74
H -0.93 1.66 -4.16
H 0.48 -0.83 -3.51
H -2.55 0.31 0.98
H -2.02 -2.09 1.39
H -2.52 -1.66 -0.30
H -0.32 -3.20 0.55
H 0.44 -1.90 -0.17
H -1.18 -1.20 3.13
H -0.04 -0.08 4.01
H 2.64 -0.57 1.34
H 4.43 -2.66 1.03
H 3.88 -5.18 2.27
H 1.61 -5.42 3.77
H -1.53 -3.81 3.82
H -0.84 -2.52 5.03
H -0.27 -4.31 5.22
H -2.24 2.14 2.09
H -0.96 1.97 3.60
H -3.62 1.65 3.86
H -4.01 -0.82 4.00
H -1.49 1.07 5.56
H -2.16 -0.72 5.31
H -3.57 0.24 7.05
H -4.51 0.67 5.68
C -4.80 4.97 -5.20
C -4.32 3.55 -5.12
O -4.27 2.93 -4.06
N -3.92 2.95 -6.28
C -3.91 3.51 -7.61
H -5.08 5.31 -4.20
H -4.01 5.61 -5.58
H -5.68 5.03 -5.84
H -3.61 1.99 -6.15
H -4.54 2.88 -8.25
H -2.88 3.47 -7.98
H -4.26 4.54 -7.63
C -3.43 0.11 -9.77
C -2.11 0.65 -9.29
O -2.00 1.79 -8.85
N -1.03 -0.17 -9.36
C -0.96 -1.52 -9.85
H -4.21 0.87 -9.66
H -3.36 -0.16 -10.83
H -3.71 -0.76 -9.18
H -0.17 0.27 -9.02
H -0.60 -2.16 -9.03
H -0.25 -1.56 -10.67
H -1.93 -1.89 -10.19
C 7.92 -5.05 0.28
C 6.94 -5.99 0.94
O 5.77 -6.07 0.57
N 7.39 -6.75 1.97
C 8.72 -6.79 2.54
H 7.42 -4.51 -0.53
H 8.29 -4.33 1.01
H 8.75 -5.62 -0.15
H 6.68 -7.36 2.36
H 9.10 -7.81 2.45
H 8.64 -6.53 3.60
H 9.40 -6.10 2.05
C 3.12 -4.51 6.25
C 2.14 -5.45 6.91
O 0.97 -5.53 6.54
N 2.59 -6.21 7.94
C 3.92 -6.25 8.51
H 2.62 -3.97 5.44
H 3.49 -3.79 6.98
H 3.95 -5.08 5.82
H 1.88 -6.82 8.33
H 4.30 -7.27 8.42
H 3.84 -5.99 9.57
H 4.60 -5.56 8.02
C -2.78 -3.82 7.70
C -3.02 -2.58 8.51
O -2.31 -1.59 8.41
N -4.08 -2.57 9.37
C -5.03 -3.63 9.63
H -1.91 -3.68 7.06
H -2.59 -4.67 8.37
H -3.65 -4.03 7.07
H -4.18 -1.70 9.88
H -6.03 -3.25 9.40
H -4.97 -3.89 10.69
H -4.83 -4.52 9.03
C -2.02 7.19 -8.60
C -2.20 6.53 -9.94
O -3.30 6.31 -10.43
N -1.07 6.18 -10.62
C 0.31 6.35 -10.22
H -3.01 7.41 -8.17
H -1.50 6.51 -7.92
H -1.47 8.12 -8.71
H -1.26 5.74 -11.52
H 0.81 6.97 -10.97
H 0.78 5.37 -10.19
H 0.40 6.83 -9.24